Molecular formula: C45H60BN7P2Ti
Method: DFT, wB97M-V/def2-TZVPD

Output
Maximum force, eV/Å: 0.4
Charge: -2
Energy relative to the best compared isomer or geometry (same formula, charge and spin), eV: 0.009
E, eV: -100438.5451
Orbital gap (spin up / spin down), hartree: 0.1452 / 0.1452
HOMO level (spin up / spin down), eV: 0.25 / 0.25

Geometry (Å):
Ti (0.397, 0.135, -0.490)
C (-2.793, -2.529, -3.072)
C (-3.506, -1.179, -3.217)
C (-3.152, -0.624, -4.597)
C (-5.015, -1.409, -3.129)
P (-2.683, -0.082, -1.911)
C (-3.624, -0.662, -0.413)
N (-2.841, -0.564, 0.797)
B (-1.401, -0.352, 0.951)
N (-1.238, -0.455, 2.399)
C (0.015, -0.352, 3.097)
P (1.383, -1.142, 2.132)
C (1.235, -2.968, 2.617)
C (1.481, -3.339, 4.074)
C (2.196, -3.752, 1.721)
C (-0.194, -3.396, 2.259)
C (2.844, -0.378, 3.072)
C (3.041, 1.022, 2.480)
C (4.118, -1.179, 2.826)
C (2.643, -0.218, 4.580)
C (-2.437, -0.684, 3.026)
C (-2.769, -0.849, 4.359)
C (-4.104, -1.103, 4.695)
C (-5.080, -1.189, 3.715)
C (-4.754, -1.019, 2.364)
C (-3.439, -0.762, 2.024)
C (-3.352, 1.679, -2.084)
C (-3.086, 2.351, -0.732)
C (-4.829, 1.828, -2.430)
C (-2.505, 2.403, -3.133)
H (-3.117, -3.201, -3.877)
H (-3.028, -3.015, -2.119)
H (-1.710, -2.416, -3.129)
H (-3.362, -1.382, -5.362)
H (-2.090, -0.367, -4.654)
H (-3.738, 0.266, -4.839)
H (-5.298, -2.220, -3.813)
H (-5.585, -0.525, -3.415)
H (-5.333, -1.707, -2.127)
H (-3.914, -1.708, -0.577)
H (-4.557, -0.092, -0.300)
H (-0.063, -0.795, 4.096)
H (0.309, 0.698, 3.219)
H (2.518, -3.175, 4.374)
H (1.263, -4.406, 4.218)
H (0.830, -2.780, 4.752)
H (3.243, -3.550, 1.960)
H (2.036, -3.509, 0.667)
H (2.023, -4.828, 1.850)
H (-0.924, -3.007, 2.973)
H (-0.251, -4.492, 2.273)
H (-0.488, -3.046, 1.266)
H (3.332, 0.993, 1.429)
H (3.829, 1.533, 3.051)
H (2.135, 1.631, 2.529)
H (4.265, -1.377, 1.762)
H (4.123, -2.130, 3.368)
H (4.979, -0.594, 3.173)
H (1.835, 0.481, 4.807)
H (3.561, 0.203, 5.010)
H (2.439, -1.160, 5.091)
H (-2.016, -0.771, 5.135)
H (-4.375, -1.231, 5.737)
H (-6.109, -1.387, 3.996)
H (-5.519, -1.089, 1.600)
H (-3.740, 1.964, 0.057)
H (-3.280, 3.427, -0.832)
H (-2.049, 2.224, -0.413)
H (-5.477, 1.232, -1.781)
H (-5.031, 1.552, -3.468)
H (-5.120, 2.880, -2.310)
H (-1.439, 2.292, -2.911)
H (-2.765, 3.470, -3.127)
H (-2.688, 2.020, -4.141)
N (4.945, -0.010, -1.040)
C (3.701, -0.598, -0.720)
N (2.633, 0.086, -0.680)
C (2.611, 1.413, -1.083)
N (1.271, 1.896, -1.128)
N (0.363, 1.212, -2.111)
C (0.949, 0.498, -3.180)
C (0.954, -0.864, -3.163)
C (1.359, -1.691, -4.283)
C (1.366, -3.040, -4.183)
C (0.963, -3.674, -2.966)
C (0.589, -2.847, -1.933)
N (0.556, -1.515, -1.974)
C (3.697, 1.956, -1.787)
C (3.692, 3.168, -2.501)
C (4.842, 3.642, -3.135)
C (6.021, 2.923, -3.114)
C (6.028, 1.682, -2.432)
C (4.916, 1.217, -1.792)
H (5.612, -0.677, -1.402)
H (3.713, -1.649, -0.441)
H (1.356, 1.032, -4.040)
H (1.663, -1.195, -5.199)
H (1.679, -3.643, -5.032)
H (0.946, -4.751, -2.852)
H (0.278, -3.285, -0.983)
H (2.764, 3.728, -2.547)
H (4.800, 4.593, -3.662)
H (6.918, 3.287, -3.603)
H (6.942, 1.089, -2.395)
C (0.510, 1.898, 0.173)
C (0.477, 3.067, 0.967)
C (1.301, 4.195, 0.751)
C (1.294, 5.271, 1.622)
C (0.467, 5.286, 2.743)
C (-0.365, 4.188, 2.968)
C (-0.360, 3.105, 2.108)
H (1.962, 4.189, -0.110)
H (1.953, 6.113, 1.426)
H (0.466, 6.133, 3.422)
H (-1.027, 4.179, 3.830)
H (-1.014, 2.255, 2.279)

Molecular formula: C22H14BrCl5N2O2Pd
Method: DFT, wB97M-V/def2-TZVPD

Output
Maximum force, eV/Å: 2.9
Charge: +2
E, eV: -166227.8786
Orbital gap (spin up / spin down), hartree: 0.1039 / 0.1055
HOMO level (spin up / spin down), eV: -13.47 / -13.47

Geometry (Å):
Pd (-0.613, -1.851, -0.782)
O (3.629, 1.891, -2.734)
C (2.642, 1.519, -3.554)
C (2.589, 2.176, -4.799)
C (1.631, 1.839, -5.726)
C (0.685, 0.858, -5.430)
C (0.716, 0.215, -4.199)
C (1.666, 0.545, -3.248)
C (1.671, -0.223, -1.918)
O (1.076, -1.400, -2.004)
N (1.126, 0.598, -0.806)
N (0.564, -0.075, 0.175)
C (0.417, 0.402, 1.374)
C (-0.217, -0.324, 2.414)
Br (-1.103, -1.974, 1.897)
C (-0.313, 0.058, 3.720)
C (0.454, 1.098, 4.337)
C (1.826, 1.264, 4.074)
C (2.535, 2.260, 4.706)
C (1.885, 3.147, 5.563)
C (0.529, 2.986, 5.836)
C (-0.174, 1.948, 5.269)
H (3.841, 1.262, -2.032)
H (3.348, 2.917, -4.999)
H (1.628, 2.321, -6.691)
H (-0.074, 0.599, -6.153)
H (-0.002, -0.561, -3.966)
H (2.749, -0.370, -1.647)
H (1.493, 1.536, -0.637)
H (0.748, 1.411, 1.622)
H (-1.021, -0.461, 4.353)
H (2.325, 0.550, 3.435)
H (3.598, 2.350, 4.548)
H (2.441, 3.944, 6.035)
H (0.030, 3.676, 6.498)
H (-1.222, 1.809, 5.476)
Cl (-3.742, -0.220, -0.991)
C (-3.782, -1.927, -1.031)
C (-2.549, -2.555, -1.155)
C (-2.485, -3.940, -1.077)
Cl (-0.847, -4.513, -1.112)
C (-3.619, -4.733, -0.892)
Cl (-3.500, -6.420, -0.716)
C (-4.871, -4.073, -0.821)
Cl (-6.281, -4.998, -0.632)
C (-4.961, -2.668, -0.873)
Cl (-6.469, -1.891, -0.708)

Molecular formula: C28H21F9N6O7SSr
Method: DFT, wB97M-V/def2-TZVPD

Output
Maximum force, eV/Å: 5.0
Charge: -2
Energy relative to the best compared isomer or geometry (same formula, charge and spin), eV: 2.738
E, eV: -88776.0271
Orbital gap, hartree: 0.1326
HOMO level, eV: -2.00

Geometry (Å):
Sr (0.407, 1.033, 0.902)
C (2.814, 3.795, 2.572)
N (1.429, 3.553, 3.158)
C (0.530, 4.661, 3.223)
C (1.061, 2.516, 4.159)
C (1.892, 1.292, 4.222)
N (2.167, 0.644, 2.956)
C (2.904, -0.481, 2.900)
C (3.080, -1.156, 1.592)
F (2.488, -0.473, 0.562)
C (3.798, -2.283, 1.474)
F (3.922, -2.831, 0.248)
C (4.380, -2.965, 2.545)
C (4.230, -2.344, 3.779)
F (4.811, -2.900, 4.907)
C (3.458, -1.208, 4.001)
F (3.473, -0.665, 5.244)
H (3.620, 3.786, 3.401)
H (2.774, 4.705, 1.941)
H (3.141, 3.026, 1.879)
H (0.419, 5.061, 2.163)
H (1.041, 5.455, 3.776)
H (-0.496, 4.433, 3.571)
H (0.010, 2.289, 4.004)
H (1.061, 2.977, 5.164)
H (1.340, 0.549, 4.787)
H (2.799, 1.462, 4.844)
H (4.955, -3.842, 2.376)
O (-0.598, 0.139, -8.874)
S (-1.480, -0.984, -9.047)
O (-1.317, -1.679, -10.303)
O (-2.883, -1.100, -8.662)
C (-0.671, -1.798, -7.593)
N (0.049, -2.833, -8.018)
C (0.694, -3.507, -7.063)
C (0.646, -3.124, -5.773)
C (-0.102, -1.983, -5.477)
N (-0.719, -1.267, -6.373)
C (-0.104, -1.482, -4.137)
C (-0.904, -0.475, -3.673)
C (-0.895, -0.022, -2.379)
N (0.125, -0.305, -1.541)
C (0.980, -1.234, -1.954)
C (0.707, -2.008, -3.130)
H (1.216, -4.362, -7.525)
H (1.076, -3.720, -5.002)
H (-1.709, -0.013, -4.349)
H (-1.628, 0.685, -2.023)
H (1.790, -1.549, -1.295)
H (1.369, -2.853, -3.250)
O (-1.505, 1.098, 2.538)
C (-1.528, -0.216, 2.402)
O (-0.553, -0.892, 1.871)
C (-2.761, -0.902, 2.793)
C (-3.887, -0.110, 2.689)
C (-5.163, -0.710, 2.642)
C (-5.243, -2.120, 2.689)
C (-4.081, -2.900, 2.917)
C (-2.839, -2.293, 2.944)
N (-6.499, -2.751, 2.751)
O (-6.638, -3.971, 2.469)
O (-7.515, -2.011, 3.026)
H (-3.741, 1.003, 2.645)
H (-5.938, -0.039, 2.521)
H (-4.151, -3.971, 2.915)
H (-1.904, -2.858, 3.213)
F (1.773, 4.255, -2.412)
C (0.481, 4.601, -2.517)
F (-0.159, 3.829, -3.463)
C (-0.170, 4.232, -1.208)
F (-0.105, 2.776, -0.876)
F (0.435, 4.906, -0.213)
F (-1.462, 4.430, -1.243)

Molecular formula: C5H11NO
Method: DFT, wB97M-V/def2-TZVPD

Output
Maximum force, eV/Å: 3.0
Energy relative to the best compared isomer or geometry (same formula, charge and spin), eV: 5.720
E, eV: -8895.9773
Orbital gap (spin up / spin down), hartree: 0.2923 / 0.2601
HOMO level (spin up / spin down), eV: -8.82 / -8.25

Geometry (Å):
C (-1.769, 0.473, -0.375)
C (0.868, -0.263, -1.809)
C (-0.755, -0.649, -0.378)
O (-1.074, -1.799, -0.538)
H (-2.026, 0.731, 0.651)
H (-1.361, 1.353, -0.871)
H (0.835, -1.312, -2.087)
H (0.289, 0.496, -2.314)
H (1.923, -0.049, -1.710)
H (-2.665, 0.158, -0.908)
C (1.120, 0.909, 0.977)
C (0.460, -0.450, 1.083)
N (-0.391, -0.540, 2.110)
H (-0.442, -1.488, 2.486)
H (1.160, -1.272, 0.890)
H (1.554, 0.975, -0.036)
H (1.883, 1.017, 1.750)
H (0.391, 1.711, 1.079)

Molecular formula: C18H22N4O2S3
Method: DFT, wB97M-V/def2-TZVPD

Output
Maximum force, eV/Å: 1.1
SMILES: CCn1c(CSc2nc3ccccc3s2)nnc1SCC(=O)OC(C)(C)C
E, eV: -61585.1436
Orbital gap, hartree: 0.3256
HOMO level, eV: -8.39

Geometry (Å):
C (-3.670, -0.774, 1.914)
C (-3.990, -1.296, 0.518)
N (-2.862, -1.200, -0.376)
C (-2.644, -0.338, -1.412)
C (-3.519, 0.788, -1.789)
S (-3.717, 1.935, -0.367)
C (-2.039, 2.289, -0.084)
N (-1.161, 2.341, -1.008)
C (0.074, 2.630, -0.510)
C (1.238, 2.768, -1.260)
C (2.412, 3.082, -0.608)
C (2.444, 3.257, 0.774)
C (1.300, 3.126, 1.537)
C (0.119, 2.813, 0.890)
S (-1.467, 2.594, 1.562)
N (-1.512, -0.618, -2.002)
N (-0.962, -1.660, -1.378)
C (-1.753, -1.999, -0.401)
S (-1.438, -3.274, 0.754)
C (-0.167, -2.445, 1.789)
C (0.645, -1.440, 0.985)
O (0.358, -0.270, 0.950)
O (1.665, -2.040, 0.418)
C (2.642, -1.326, -0.392)
C (3.599, -2.425, -0.853)
C (3.367, -0.303, 0.481)
C (1.968, -0.662, -1.586)
H (-2.938, -1.410, 2.402)
H (-4.578, -0.772, 2.512)
H (-3.283, 0.241, 1.870)
H (-4.810, -0.722, 0.083)
H (-4.282, -2.349, 0.575)
H (-4.530, 0.470, -2.046)
H (-3.060, 1.332, -2.612)
H (1.197, 2.623, -2.327)
H (3.324, 3.191, -1.176)
H (3.379, 3.496, 1.258)
H (1.322, 3.257, 2.607)
H (0.469, -3.245, 2.162)
H (-0.673, -1.932, 2.608)
H (4.042, -2.924, 0.006)
H (3.057, -3.161, -1.440)
H (4.389, -1.996, -1.461)
H (4.146, 0.182, -0.100)
H (3.820, -0.792, 1.341)
H (2.672, 0.456, 0.830)
H (1.305, 0.133, -1.259)
H (2.725, -0.241, -2.241)
H (1.374, -1.388, -2.134)

Molecular formula: C5H9NO2
Method: DFT, wB97M-V/def2-TZVPD

Output
Maximum force, eV/Å: 1.7
Energy relative to the best compared isomer or geometry (same formula, charge and spin), eV: 2.084
SMILES: C=C(O)O/C(C)=C/N
E, eV: -10914.4918
Orbital gap, hartree: 0.3213
HOMO level, eV: -7.91

Geometry (Å):
C (-1.521, 0.534, 1.365)
C (-1.333, 1.323, 0.305)
O (-1.936, 2.526, 0.165)
O (-0.421, 1.129, -0.682)
C (0.413, -0.014, -0.606)
C (0.003, -1.178, -1.459)
C (1.296, -0.076, 0.409)
N (2.104, -1.173, 0.674)
H (-1.195, -0.486, 1.400)
H (-2.243, 0.826, 2.102)
H (-1.523, 2.978, -0.590)
H (-0.172, -2.062, -0.860)
H (-0.928, -0.944, -1.987)
H (0.764, -1.404, -2.196)
H (1.510, 0.804, 0.997)
H (2.170, -1.840, -0.083)
H (3.012, -0.942, 1.045)

Molecular formula: C45H60BaN4OP2S2
Method: DFT, wB97M-V/def2-TZVPD

Output
Maximum force, eV/Å: 0.3
Charge: +2
Energy relative to the best compared isomer or geometry (same formula, charge and spin), eV: 0.369
E, eV: -96581.2504
Orbital gap, hartree: 0.2701
HOMO level, eV: -11.92

Geometry (Å):
Ba (-1.194, -1.135, -0.302)
O (-2.781, -2.065, 1.662)
C (-3.212, -3.425, 1.887)
C (-2.176, -4.223, 2.652)
C (-0.789, -4.224, 1.995)
C (-0.795, -4.774, 0.595)
C (-0.638, -6.135, 0.362)
C (-0.684, -6.616, -0.934)
C (-0.883, -5.722, -1.977)
C (-1.026, -4.386, -1.663)
N (-0.989, -3.909, -0.410)
H (-2.933, -1.532, 2.461)
H (-3.382, -3.848, 0.897)
H (-4.170, -3.413, 2.408)
H (-2.540, -5.249, 2.747)
H (-2.084, -3.833, 3.669)
H (-0.112, -4.818, 2.610)
H (-0.375, -3.212, 1.986)
H (-0.477, -6.805, 1.197)
H (-0.562, -7.673, -1.131)
H (-0.923, -6.049, -3.006)
H (-1.167, -3.656, -2.456)
C (4.283, 4.271, -4.115)
S (4.520, 2.720, -5.007)
C (5.210, 1.672, -3.696)
C (4.238, 0.638, -3.135)
C (2.996, 1.265, -2.524)
N (2.048, 0.269, -1.994)
P (0.732, -0.352, -2.862)
C (1.276, -0.536, -4.567)
C (1.359, 0.534, -5.456)
C (1.876, 0.340, -6.727)
C (2.308, -0.919, -7.116)
C (2.218, -1.994, -6.241)
C (1.701, -1.805, -4.970)
C (-0.526, 0.978, -2.883)
C (-0.490, 2.023, -1.965)
C (-1.566, 2.900, -1.849)
C (-2.685, 2.732, -2.646)
C (-2.733, 1.687, -3.566)
C (-1.667, 0.811, -3.680)
P (1.893, -0.190, -0.349)
C (3.064, 0.845, 0.538)
C (2.578, 2.007, 1.136)
C (3.450, 2.878, 1.775)
C (4.803, 2.581, 1.830)
C (5.291, 1.414, 1.253)
C (4.427, 0.546, 0.608)
C (2.555, -1.888, -0.235)
C (2.394, -2.549, 0.985)
C (2.772, -3.875, 1.120)
C (3.291, -4.562, 0.030)
C (3.444, -3.915, -1.187)
C (3.077, -2.581, -1.320)
H (3.927, 5.004, -4.837)
H (5.226, 4.628, -3.704)
H (3.545, 4.184, -3.318)
H (5.584, 2.328, -2.906)
H (6.077, 1.165, -4.118)
H (4.755, 0.042, -2.375)
H (3.934, -0.047, -3.931)
H (2.476, 1.860, -3.278)
H (3.273, 1.945, -1.715)
H (1.029, 1.522, -5.159)
H (1.953, 1.176, -7.409)
H (2.713, -1.066, -8.109)
H (2.547, -2.977, -6.551)
H (1.627, -2.644, -4.287)
H (0.397, 2.178, -1.359)
H (-1.519, 3.717, -1.140)
H (-3.516, 3.421, -2.568)
H (-3.598, 1.566, -4.205)
H (-1.708, 0.010, -4.412)
H (1.516, 2.228, 1.111)
H (3.072, 3.780, 2.237)
H (5.482, 3.256, 2.334)
H (6.346, 1.183, 1.309)
H (4.809, -0.365, 0.163)
H (2.004, -2.014, 1.848)
H (2.672, -4.374, 2.076)
H (3.590, -5.597, 0.133)
H (3.861, -4.446, -2.033)
H (3.204, -2.078, -2.271)
C (-3.767, 5.973, 2.843)
C (-3.519, 4.558, 2.341)
C (-4.761, 3.943, 1.706)
C (-4.544, 2.525, 1.199)
N (-4.272, 1.594, 2.299)
C (-3.108, 1.038, 2.594)
S (-1.688, 1.265, 1.670)
N (-3.045, 0.241, 3.690)
C (-4.049, 0.234, 4.764)
C (-3.469, -0.353, 6.045)
C (-2.601, 0.607, 6.859)
C (-1.342, 1.109, 6.160)
H (-2.870, 6.396, 3.294)
H (-4.557, 5.992, 3.596)
H (-4.073, 6.633, 2.031)
H (-3.178, 3.930, 3.171)
H (-2.705, 4.555, 1.610)
H (-5.086, 4.552, 0.858)
H (-5.595, 3.956, 2.417)
H (-3.691, 2.474, 0.525)
H (-5.424, 2.156, 0.669)
H (-5.030, 1.460, 2.954)
H (-2.093, 0.083, 3.990)
H (-4.914, -0.348, 4.436)
H (-4.389, 1.259, 4.957)
H (-2.904, -1.260, 5.797)
H (-4.305, -0.685, 6.662)
H (-2.318, 0.097, 7.781)
H (-3.212, 1.460, 7.166)
H (-0.724, 0.280, 5.801)
H (-0.727, 1.686, 6.849)
H (-1.562, 1.762, 5.312)